{"formula": "C21H15CaClN3O10S", "method": "ωB97M-V/def2-TZVPD", "elements": ["Ca", "O", "C", "O", "C", "C", "N", "N", "C", "C", "O", "O", "H", "H", "H", "C", "C", "C", "C", "Cl", "C", "C", "C", "O", "C", "C", "O", "O", "H", "H", "H", "H", "H", "H", "H", "H", "O", "S", "O", "N", "C", "O", "C", "C", "C", "C", "C", "C", "H", "H", "H", "H"], "positions_angstrom": [[-0.502, 2.068, -1.391], [0.467, 5.898, 2.904], [-0.648, 5.222, 3.120], [-1.199, 5.219, 4.197], [-1.222, 4.433, 1.987], [-2.404, 3.742, 2.121], [-2.690, 3.196, 0.935], [-1.750, 3.464, 0.016], [-0.845, 4.220, 0.638], [0.434, 4.566, -0.123], [1.156, 5.452, 0.347], [0.645, 3.880, -1.173], [0.790, 5.770, 1.964], [-3.039, 3.624, 2.984], [-3.384, 2.497, 0.695], [2.762, -4.381, -0.101], [3.320, -3.141, 0.552], [4.639, -3.087, 0.983], [5.158, -1.939, 1.561], [6.830, -1.921, 2.100], [4.377, -0.813, 1.710], [3.057, -0.843, 1.280], [2.532, -2.002, 0.722], [1.251, -2.073, 0.274], [0.267, -1.242, 0.874], [0.111, 0.062, 0.136], [-0.991, 0.691, 0.293], [1.051, 0.461, -0.598], [3.329, -5.262, 0.202], [2.812, -4.310, -1.192], [1.713, -4.534, 0.152], [5.276, -3.958, 0.874], [4.795, 0.089, 2.138], [2.458, 0.054, 1.335], [0.508, -1.015, 1.915], [-0.673, -1.785, 0.858], [-4.087, 0.801, -0.463], [-3.840, 0.458, -1.842], [-4.926, 0.564, -2.773], [-2.533, 1.267, -2.376], [-1.579, 0.425, -2.852], [-0.486, 0.840, -3.290], [-1.894, -1.024, -2.612], [-1.099, -2.124, -2.848], [-1.577, -3.364, -2.436], [-2.816, -3.480, -1.803], [-3.611, -2.364, -1.563], [-3.113, -1.144, -1.978], [-0.130, -2.002, -3.315], [-0.976, -4.250, -2.593], [-3.162, -4.455, -1.480], [-4.566, -2.451, -1.063]], "forces_ev_per_a": [[0.7, 0.6, -0.3], [0.1, 0.0, -0.2], [-0.1, -0.3, -0.1], [0.0, 0.1, 0.0], [0.1, 0.3, 0.0], [-0.3, -0.1, 0.0], [0.2, -0.1, -0.3], [-0.1, 0.6, 0.9], [0.1, -0.1, -0.2], [-0.1, -0.1, -0.3], [0.1, 0.1, 0.3], [0.2, 1.2, 0.6], [-0.1, 0.1, -0.1], [0.0, 0.0, 0.0], [-0.1, 0.0, 0.0], [0.0, 0.0, 0.0], [0.1, -0.1, 0.0], [0.1, -0.1, 0.0], [0.1, -0.1, 0.0], [-0.2, 0.0, -0.1], [-0.1, 0.1, 0.0], [0.2, 0.0, 0.1], [-0.2, 0.3, -0.1], [-0.2, -0.4, 0.3], [0.3, -0.1, -0.1], [-0.3, 0.6, -0.3], [0.7, -1.0, 0.5], [-0.5, -0.2, 0.4], [0.0, 0.0, 0.0], [0.0, 0.1, 0.0], [0.0, 0.1, 0.1], [0.0, 0.0, 0.0], [0.0, 0.0, 0.0], [0.0, 0.0, 0.0], [0.1, -0.1, 0.1], [-0.1, -0.1, -0.1], [-0.2, 0.0, 0.1], [0.6, 0.4, 0.0], [-0.2, -0.1, 0.1], [0.3, -0.6, -0.7], [-0.7, 0.1, -0.4], [-0.6, -0.6, -0.2], [-0.1, 0.4, 0.0], [0.1, -0.2, 0.0], [-0.1, 0.0, 0.0], [0.1, 0.0, 0.0], [0.1, 0.0, -0.1], [-0.3, -0.5, 0.1], [0.0, 0.0, 0.0], [0.0, 0.0, 0.0], [0.0, 0.0, 0.0], [0.0, 0.0, 0.0]], "relative_energy_ev": 0.1488, "total_charge": -1, "homo_lumo_gap_ev": 8.7, "e_homo_ev": -6.45}



{"formula": "C14H29O5P2", "method": "ωB97M-V/def2-TZVPD", "elements": ["C", "C", "C", "C", "O", "P", "P", "C", "C", "H", "H", "H", "H", "H", "H", "H", "H", "H", "H", "H", "H", "H", "H", "H", "H", "H", "O", "C", "O", "C", "C", "C", "H", "H", "H", "H", "H", "H", "O", "C", "O", "C", "C", "C", "H", "H", "H", "H", "H", "H"], "positions_angstrom": [[0.575, 3.111, -2.211], [0.969, 3.238, -0.736], [0.240, 2.195, 0.125], [1.064, 1.003, 0.509], [1.237, 0.124, -0.700], [2.130, -1.138, -0.488], [1.312, -2.812, -1.584], [2.297, -4.232, -0.963], [1.884, -2.621, -3.315], [-0.513, 3.089, -2.279], [0.897, 3.966, -2.799], [0.953, 2.194, -2.660], [2.049, 3.172, -0.621], [0.639, 4.216, -0.408], [-0.690, 1.867, -0.336], [-0.049, 2.660, 1.071], [2.058, 1.292, 0.846], [0.552, 0.402, 1.261], [2.118, -1.506, 0.860], [3.467, -0.789, -0.739], [1.670, -5.113, -1.066], [3.230, -4.343, -1.510], [2.546, -4.113, 0.090], [2.967, -2.617, -3.385], [1.443, -1.724, -3.738], [1.492, -3.493, -3.834], [0.766, 6.770, 0.452], [-0.391, 6.689, 0.736], [-1.186, 5.715, 0.220], [-2.549, 5.906, 0.651], [-2.453, 6.747, 1.919], [-1.204, 7.587, 1.645], [-3.091, 6.417, -0.146], [-3.002, 4.932, 0.818], [-3.350, 7.329, 2.112], [-2.279, 6.100, 2.779], [-1.434, 8.505, 1.102], [-0.642, 7.828, 2.542], [-2.548, -8.360, 2.571], [-1.916, -7.535, 1.995], [-0.609, -7.275, 2.286], [-0.135, -6.174, 1.509], [-1.061, -6.104, 0.297], [-2.379, -6.610, 0.881], [-0.188, -5.270, 2.122], [0.905, -6.360, 1.246], [-1.121, -5.108, -0.143], [-0.714, -6.794, -0.474], [-2.969, -5.808, 1.326], [-2.987, -7.153, 0.164]], "forces_ev_per_a": [[-0.1, 0.0, 0.2], [-0.7, -0.2, -0.6], [0.4, 0.3, 0.3], [-0.3, 0.0, -0.3], [0.0, 0.0, 0.4], [0.5, -0.2, -0.4], [-0.9, -0.4, -0.1], [0.4, 0.5, 0.2], [0.2, 0.2, 0.5], [-0.1, 0.0, -0.1], [0.2, 0.0, 0.0], [0.1, 0.0, -0.1], [0.1, 0.0, 0.2], [0.2, 0.2, 0.1], [0.0, -0.1, -0.1], [0.0, 0.0, 0.1], [0.1, 0.0, 0.0], [0.1, -0.1, 0.0], [0.0, -0.1, 0.1], [0.0, 0.1, 0.1], [0.0, -0.1, -0.1], [0.0, -0.1, -0.1], [-0.1, -0.1, 0.1], [0.1, 0.1, -0.2], [0.0, 0.1, -0.2], [-0.1, 0.0, -0.1], [0.1, -0.1, 0.0], [0.0, 0.2, 0.0], [-0.2, -0.1, 0.1], [-0.1, 0.1, 0.1], [0.1, 0.1, 0.0], [-0.2, -0.3, 0.1], [0.0, 0.0, 0.0], [0.1, -0.1, -0.1], [0.0, 0.0, -0.1], [0.0, 0.0, 0.0], [0.0, 0.0, 0.0], [0.1, 0.1, -0.1], [0.0, -0.1, 0.1], [-0.2, 0.1, 0.0], [0.1, 0.0, 0.0], [0.0, 0.1, -0.1], [-0.1, 0.0, 0.0], [0.4, 0.0, -0.2], [0.0, 0.0, 0.0], [0.0, -0.1, 0.1], [0.0, 0.0, 0.1], [0.0, 0.0, 0.0], [-0.1, 0.0, 0.0], [-0.1, 0.0, 0.1]], "total_charge": 1, "homo_lumo_gap_ev": 8.7, "e_homo_ev": -12.17}



{"formula": "CHCl2NO2", "method": "ωB97M-V/def2-TZVPD", "elements": ["O", "N", "O", "C", "Cl", "Cl", "H"], "positions_angstrom": [[-1.819, -0.218, -0.017], [-0.706, -0.207, -0.502], [-0.407, -0.628, -1.584], [0.453, 0.279, 0.388], [1.977, -0.681, -0.014], [-0.069, 0.167, 1.989], [0.571, 1.288, -0.260]], "forces_ev_per_a": [[0.4, 0.5, -0.4], [-0.8, -2.1, 0.6], [0.1, 0.4, -0.7], [1.0, 1.3, -3.6], [-1.4, 0.8, 0.6], [0.5, 0.6, 0.8], [0.2, -1.6, 2.7]], "relative_energy_ev": 2.6453, "smiles": "O=[N+]([O-])C(Cl)Cl", "homo_lumo_gap_ev": 10.8, "e_homo_ev": -11.20}



{"formula": "C3H8S2", "method": "ωB97M-V/def2-TZVPD", "elements": ["S", "C", "C", "C", "S", "H", "H", "H", "H", "H", "H", "H", "H"], "positions_angstrom": [[-1.385, -1.030, 1.499], [-0.558, -1.220, -0.088], [0.234, -0.026, -0.839], [0.145, 1.071, 0.185], [1.053, 2.547, -0.320], [-1.635, -2.332, 1.647], [-1.225, -1.705, -0.941], [0.204, -2.048, 0.118], [1.236, -0.380, -1.042], [-0.236, 0.405, -1.802], [0.502, 0.915, 1.171], [-0.788, 1.271, 0.378], [2.453, 2.531, 0.035]], "forces_ev_per_a": [[-0.4, 0.6, 0.1], [0.9, -2.9, -3.8], [-1.9, -0.3, 1.2], [6.4, -0.2, -1.1], [1.1, 1.9, -0.5], [0.0, -0.1, 0.0], [0.8, 0.9, 2.1], [-0.8, 1.2, -0.4], [0.1, 0.2, -0.1], [0.5, -1.2, 1.5], [0.8, -1.2, 0.8], [-5.3, 2.0, 0.4], [-2.2, -0.9, -0.1]], "relative_energy_ev": 2.0363, "smiles": "SCCCS", "homo_lumo_gap_ev": 9.7, "e_homo_ev": -8.94}



{"formula": "H2N2O2S2", "method": "ωB97M-V/def2-TZVPD", "elements": ["N", "S", "N", "S", "O", "O", "H", "H"], "positions_angstrom": [[-1.202, -0.024, -0.842], [0.341, 0.771, -0.941], [0.436, 1.433, 0.515], [1.319, 0.183, 1.203], [0.540, -0.835, 1.883], [1.368, -0.464, -0.554], [-1.556, -0.804, -1.395], [-1.244, -0.259, 0.131]], "forces_ev_per_a": [[0.9, 1.1, 0.0], [-1.2, -2.1, 0.4], [0.1, -0.8, -0.3], [0.0, -0.7, -0.6], [0.1, 0.8, -0.2], [-0.4, 1.5, 0.5], [0.8, 0.4, -0.5], [-0.4, -0.2, 0.7]], "relative_energy_ev": 0.6741, "smiles": "N[S@@]12=N[S@]=1(=O)O2", "homo_lumo_gap_ev": 10.0, "e_homo_ev": -10.54}



{"formula": "C27H24Br2N7O3STl", "method": "ωB97M-V/def2-TZVPD", "elements": ["Tl", "N", "C", "S", "N", "N", "C", "C", "C", "C", "C", "C", "C", "C", "C", "C", "C", "C", "N", "H", "H", "H", "H", "H", "H", "H", "H", "H", "H", "H", "C", "C", "N", "O", "C", "C", "N", "O", "H", "H", "H", "H", "H", "H", "H", "C", "C", "C", "C", "C", "C", "Br", "C", "C", "Br", "C", "O", "C", "N", "H", "H", "H", "H", "H", "H"], "positions_angstrom": [[-0.449, -0.197, 0.384], [1.908, -3.367, 2.529], [1.246, -2.222, 2.243], [-0.425, -2.372, 1.799], [1.935, -1.123, 2.410], [1.317, 0.009, 2.027], [1.672, 1.117, 2.555], [2.696, 1.195, 3.634], [4.016, 0.837, 3.383], [4.952, 0.872, 4.405], [4.572, 1.251, 5.687], [3.256, 1.613, 5.940], [2.321, 1.590, 4.914], [0.974, 2.347, 2.106], [1.407, 3.605, 2.506], [0.673, 4.717, 2.128], [-0.463, 4.545, 1.356], [-0.795, 3.260, 0.962], [-0.094, 2.192, 1.325], [1.477, -4.249, 2.330], [2.896, -3.310, 2.705], [4.304, 0.531, 2.385], [5.980, 0.598, 4.202], [5.299, 1.260, 6.490], [2.955, 1.913, 6.936], [1.292, 1.873, 5.108], [2.304, 3.701, 3.103], [0.984, 5.706, 2.437], [-1.077, 5.382, 1.057], [-1.655, 3.073, 0.331], [-2.743, 1.670, -3.090], [-2.189, 1.388, -1.727], [-0.936, 1.369, -1.471], [-0.101, 1.586, -2.553], [-3.093, 1.145, -0.598], [-4.521, 1.601, -0.633], [-2.627, 0.516, 0.456], [-3.311, 0.310, 1.491], [-2.021, 1.381, -3.849], [-2.947, 2.737, -3.210], [-3.676, 1.127, -3.238], [0.763, 1.304, -2.200], [-4.618, 2.576, -1.115], [-4.884, 1.663, 0.391], [-5.163, 0.894, -1.169], [-3.193, -2.398, -0.580], [-2.122, -2.471, -1.632], [-2.322, -3.255, -2.792], [-1.360, -3.310, -3.753], [-0.154, -2.592, -3.592], [0.906, -2.573, -4.526], [0.800, -3.585, -6.129], [2.021, -1.827, -4.295], [2.133, -1.081, -3.113], [3.675, -0.018, -2.847], [1.159, -1.061, -2.125], [1.287, -0.364, -1.031], [-0.022, -1.836, -2.406], [-1.007, -1.793, -1.472], [-3.816, -3.291, -0.608], [-3.838, -1.534, -0.751], [-2.771, -2.295, 0.416], [-3.247, -3.806, -2.904], [-1.506, -3.905, -4.645], [2.824, -1.805, -5.017]], "forces_ev_per_a": [[0.1, -0.2, 0.3], [-0.2, 0.0, 0.0], [0.1, 0.0, 0.1], [0.0, 0.1, -0.1], [0.2, -0.1, -0.1], [-0.2, 0.1, -0.1], [0.1, 0.0, 0.1], [0.0, 0.0, -0.1], [0.1, 0.1, 0.0], [0.0, 0.0, 0.0], [0.0, 0.0, 0.0], [0.0, 0.0, 0.0], [0.0, 0.0, 0.0], [0.1, 0.0, 0.0], [0.1, 0.1, 0.1], [0.0, 0.0, 0.0], [0.0, 0.0, 0.0], [0.0, -0.1, 0.0], [-0.1, -0.1, 0.0], [0.0, 0.0, 0.0], [0.0, 0.0, 0.0], [0.0, 0.0, 0.0], [0.0, 0.0, 0.0], [0.0, 0.0, 0.0], [0.0, 0.0, 0.0], [0.0, 0.0, 0.0], [-0.1, 0.0, 0.0], [0.0, 0.0, 0.0], [0.0, 0.0, 0.0], [0.0, 0.0, 0.0], [0.0, 0.0, 0.1], [-0.1, 0.1, 0.0], [0.0, 0.1, -0.1], [0.1, -0.1, 0.0], [-0.1, -0.1, 0.1], [0.1, 0.0, 0.0], [0.2, 0.1, -0.4], [0.0, -0.1, 0.1], [0.0, 0.0, 0.0], [0.0, 0.0, 0.0], [0.0, 0.0, 0.0], [-0.1, 0.1, 0.0], [0.0, 0.0, 0.0], [0.0, 0.0, 0.0], [0.0, 0.0, 0.0], [0.0, 0.0, -0.1], [0.0, 0.0, 0.0], [-0.1, 0.0, 0.0], [0.0, 0.0, 0.0], [-0.1, 0.0, 0.1], [0.0, -0.1, -0.1], [0.0, 0.0, 0.0], [0.0, 0.0, 0.1], [0.1, 0.1, 0.1], [0.0, 0.0, 0.0], [0.1, 0.0, 0.0], [0.0, 0.1, 0.0], [-0.1, 0.0, 0.0], [-0.3, 0.0, 0.0], [0.0, 0.0, 0.0], [0.0, 0.0, 0.0], [0.0, 0.0, 0.0], [0.0, 0.0, 0.0], [0.0, 0.0, 0.0], [0.0, 0.0, 0.0]], "relative_energy_ev": 0.0224, "homo_lumo_gap_ev": 7.3, "e_homo_ev": -7.62}